85
Properties=species:S:1:pos:R:3 method="wB97M-V/def2-TZVPD" homo_energy_ev="-3.41 / -3.87" total_energy_ev=-90482.3033 multiplicity=5 s2=6.02 e_lumo_ev="2.75 / 2.74" total_charge=-1
Cr -0.19545 0.61442 -0.30930
N 0.33858 -1.41517 -1.37972
C -0.51019 -2.45979 -0.78658
C -1.95801 -1.91860 -0.45514
O -3.01456 -3.81056 -1.77415
N -1.90472 -0.49072 -0.42032
C -2.82960 0.35952 -1.14212
C -2.13368 1.10013 -2.29702
O -2.74817 1.51981 -3.26690
O -0.84875 1.24774 -2.11567
H 1.30520 -1.71594 -1.44716
H 0.01076 -1.13186 -2.29724
H -0.54924 -3.34747 -1.43367
H -0.00745 -2.78964 0.11829
H -3.72690 -0.11115 -1.54533
H -3.21206 1.16141 -0.48589
C -1.48764 -1.75337 5.04610
C -2.26369 -2.27968 3.84168
C -3.75876 -1.99365 4.00586
P -1.66900 -1.39494 2.31367
C -2.41009 -2.47058 0.94696
C -2.92314 -2.39886 -1.55338
C -2.30768 -3.98688 1.12825
C 0.10008 -1.95476 2.29064
C 0.44267 -3.25556 2.68157
C 1.71492 -3.77488 2.52684
C 2.69281 -2.97780 1.93976
C 2.39154 -1.67699 1.58850
C 1.11816 -1.12587 1.79811
N 0.89182 0.21734 1.43339
C 1.68330 1.15609 2.04470
C 2.51502 0.89896 3.16477
C 3.32486 1.88102 3.69825
C 3.35630 3.17338 3.17669
C 2.49473 3.46594 2.13034
C 1.65393 2.50314 1.58623
P 0.38919 2.81328 0.33868
C 1.01569 4.10557 -0.79881
C 2.17789 3.53448 -1.60779
C -0.11283 4.55281 -1.73315
C -0.97068 3.63423 1.28571
C -1.42849 2.72077 2.42334
C -0.61820 5.02303 1.80975
H -1.92728 -2.12016 5.97838
H -0.43858 -2.05213 5.02088
H -1.51646 -0.66004 5.07056
H -2.12954 -3.36134 3.78121
H -3.93510 -0.91758 4.08219
H -4.34410 -2.36353 3.16242
H -4.14681 -2.46610 4.91295
H -3.47100 -2.19553 1.01235
H -2.12233 -4.14883 -1.89495
H -3.93811 -2.09844 -1.30062
H -2.65151 -1.89475 -2.48820
H -1.28991 -4.35159 0.98450
H -2.62544 -4.30331 2.12397
H -2.94727 -4.49345 0.40627
H -0.32368 -3.88873 3.10846
H 1.93477 -4.78937 2.83611
H 3.68866 -3.36735 1.76307
H 3.14839 -1.04890 1.13356
H 2.52290 -0.08655 3.60823
H 3.95248 1.63104 4.54706
H 4.01280 3.92862 3.58781
H 2.47189 4.47324 1.72656
H 1.36526 4.95311 -0.20199
H 1.82470 2.69239 -2.20868
H 2.57477 4.28912 -2.29209
H 2.99269 3.18896 -0.96730
H -0.52933 3.69498 -2.26640
H -0.92348 5.04994 -1.19760
H 0.27730 5.25720 -2.47289
H -1.79291 3.71254 0.56603
H -0.66172 2.66802 3.20087
H -2.34078 3.12279 2.87232
H -1.63391 1.70034 2.09149
H 0.25609 4.97850 2.46276
H -0.41762 5.73975 1.01244
H -1.44860 5.41394 2.40520
C 3.34454 0.38666 -2.67298
O 3.16974 -0.10661 -1.35622
H 4.01059 -0.30575 -3.18675
H 3.80191 1.37996 -2.68386
H 2.39799 0.43452 -3.21968
H 2.45234 0.39466 -0.94253